1.
Density functional theory data (wB97M-V/def2-TZVPD) for 3 unconnected molecules or ions with the total composition C4H7F3N3OS.

**Max |F|**: 0.1102 hartree/bohr
**Total charge**: +1
**Electronic energy**: -29754.1251 eV

Positions of all 19 atoms, in Å:
C 0.37828 2.04421 -3.30481
C -0.59447 -0.17574 2.36849
C -2.29272 -1.95189 2.47407
C 1.20146 1.76446 -2.09711
N -0.49102 1.34058 -3.83366
N -1.66001 -0.66209 2.39622
N -1.17488 0.39990 -3.92023
O 0.33433 0.57613 2.37839
F 1.63207 2.86484 -1.46934
F 0.66651 0.85790 -1.21991
F 2.31242 1.08108 -2.44221
S 2.26902 -1.55869 2.79375
H 0.52514 3.08271 -3.74358
H -1.50030 -2.69046 2.71179
H -3.14875 -1.76250 3.21148
H -2.66253 -2.21994 1.54298
H 3.58812 -2.16637 3.04584
H -1.58108 -0.03670 -4.78474
H 2.19840 -0.78743 3.89259

---

2.
Density functional theory data (wB97M-V/def2-TZVPD) for a molecular structure, C3O2Zn.

**Max |F|**: 0.0858 hartree/bohr
**Electronic energy**: -55618.4951 eV

Positions of all 6 atoms, in Å:
O -1.63220 -0.69281 0.91551
C -0.60390 0.04074 1.23065
C 0.51127 -0.12794 0.32277
C 1.18303 0.87736 -0.41016
O 1.33962 1.37988 -1.45689
Zn -0.79783 -1.47722 -0.60188

---

3.
Density functional theory data (wB97M-V/def2-TZVPD) for a molecular structure, C11H23N2O4P2Ti.

**2S+1**: 2
**Max |F|**: 0.1006 hartree/bohr
**Total charge**: +2
**Electronic energy**: -64626.9899 eV

Positions of all 43 atoms, in Å:
Ti -0.18182 -0.06526 1.31542
P -2.51847 0.34152 0.70226
C -2.34791 0.88494 -1.00196
C -0.92590 1.16295 -1.42081
N 0.14291 0.81348 -0.67286
C 1.38098 1.09780 -1.10786
C 1.57342 1.79660 -2.29425
C 0.48259 2.15698 -3.09951
C -0.78188 1.78800 -2.64924
C 2.59539 0.80220 -0.24072
P 2.75411 -0.76108 0.68440
H -1.67158 2.07791 -3.18836
H 2.58803 2.04392 -2.50716
H 0.64593 2.71276 -4.00777
H 3.47707 0.83224 -0.89103
H 2.72347 1.62251 0.48299
H -2.76809 0.17257 -1.70576
H -2.96606 1.79291 -1.15831
H -1.62414 -2.92243 -1.67318
O -1.79655 -3.32069 -2.52675
H -1.40970 -2.65267 -3.12173
H 1.70833 -1.52498 1.28040
O -0.18798 -1.90845 1.65654
H -0.29438 -2.72862 1.12809
C 3.30729 -2.02446 -0.47394
H 4.21616 -1.72413 -1.01648
H 3.48469 -2.93436 0.11704
H 2.47399 -2.19954 -1.17683
C 3.92365 -0.61703 2.06343
H 3.79727 -1.53506 2.66119
H 4.96987 -0.52763 1.72902
H 3.63638 0.24894 2.68309
C -3.47696 1.69538 1.44040
H -4.49001 1.67173 1.00936
H -3.53255 1.59034 2.53345
H -2.99078 2.65358 1.20406
C -3.60560 -1.10587 0.84300
H -3.74725 -1.31611 1.91779
H -4.57968 -0.88416 0.38508
H -3.16302 -2.00721 0.38732
O -0.92394 1.16474 4.09505
N -0.69498 0.71793 3.04437
O 0.79772 0.91783 2.57079

---

4.
Density functional theory data (wB97M-V/def2-TZVPD) for 2 unconnected molecules or ions with the total composition C3H12N.

**Max |F|**: 0.0600 hartree/bohr
**Total charge**: +1
**Electronic energy**: -4788.2730 eV

Positions of all 16 atoms, in Å:
N -0.42905 1.31642 -1.80149
H -0.28222 1.83799 -0.93068
H 0.11470 0.47687 -2.01448
H -1.40182 0.98516 -1.73971
H -0.31896 2.08350 -2.48102
C 1.22954 -0.16735 0.18466
C -0.17664 -0.77081 0.34018
C -0.57093 -1.01420 1.80470
H 1.27322 0.87333 0.50677
H 1.72547 -0.21671 -0.79282
H 1.98301 -0.56644 0.87477
H -0.23573 -1.71630 -0.21392
H -0.86654 -0.19459 -0.27643
H -1.58591 -1.37003 1.93926
H 0.13730 -1.58926 2.36916
H -0.59543 0.03243 2.23105

---

5.
Density functional theory data (wB97M-V/def2-TZVPD) for a molecular structure, C24F20GeS5SbTc.

**Max |F|**: 0.0305 hartree/bohr
**Total charge**: +2
**Electronic energy**: -198643.0143 eV

Positions of all 52 atoms, in Å:
Tc 0.51840 -1.15622 2.38713
S 3.62211 -3.24910 5.05583
Sb 3.92137 -2.11605 3.25116
S 2.02313 -0.17740 3.51319
S 1.45091 -2.85520 1.66901
S 4.93703 -1.48601 1.45783
F -0.43402 -4.27629 3.22141
C -1.00413 -3.31929 3.92376
C -0.69318 -1.96742 3.72797
C -1.32563 -0.99771 4.52354
F -1.04398 0.28213 4.31736
C -2.22151 -1.33758 5.48458
F -2.81101 -0.43432 6.23809
C -2.50997 -2.68668 5.65199
F -3.36597 -3.04217 6.55593
C -1.91092 -3.67209 4.87368
F -2.22668 -4.93372 5.06886
F 1.79390 0.83368 -3.62296
C 2.36956 1.18326 -2.47016
C 1.66539 1.17843 -1.26535
C 2.37873 1.51594 -0.12863
F 1.78336 1.52602 1.07312
C 3.71157 1.83822 -0.16190
F 4.37258 2.11940 0.95035
C 4.36501 1.85507 -1.37301
F 5.64098 2.17017 -1.42008
C 3.69582 1.52932 -2.53096
F 4.33929 1.53624 -3.68742
Ge -0.20399 0.75320 -1.24949
S -0.69284 -0.32193 0.82175
C -0.61257 -0.68823 -2.40653
C 0.19517 -1.82107 -2.38542
F 1.12830 -1.98275 -1.43455
C 0.08512 -2.80758 -3.32233
F 0.86066 -3.88372 -3.28530
C -0.85562 -2.66717 -4.32415
F -0.96638 -3.60144 -5.23822
C -1.68566 -1.57022 -4.37347
F -2.58469 -1.47082 -5.33586
C -1.56843 -0.59557 -3.41595
F -2.39773 0.43639 -3.49906
C -1.28611 2.29746 -1.32129
C -1.18888 3.03193 -2.49270
F -0.36389 2.61897 -3.46858
C -1.91236 4.17413 -2.68432
F -1.81214 4.86857 -3.80454
C -2.75397 4.60144 -1.67690
F -3.45097 5.70203 -1.84140
C -2.87155 3.89583 -0.49887
F -3.68161 4.33212 0.45543
C -2.14093 2.75200 -0.33187
F -2.28107 2.08580 0.82930

---

6.
Density functional theory data (wB97M-V/def2-TZVPD) for a molecular structure, C21H16CrN9O2S2.

**2S+1**: 2
**Max |F|**: 0.0106 hartree/bohr
**Electronic energy**: -89629.4021 eV

Positions of all 51 atoms, in Å:
Cr 0.50970 0.49493 -0.49782
C 4.74374 1.40492 3.15430
C 4.03618 2.59660 3.07416
C 2.81500 2.64591 2.42234
C 2.30477 1.49197 1.83726
C 3.01794 0.29935 1.90105
C 4.23205 0.25681 2.56873
N 1.03662 1.50197 1.18217
N 0.16900 2.21275 1.76025
C -1.08766 2.10194 1.20287
C -2.13077 2.84604 1.77224
C -3.39674 2.71187 1.25147
C -3.60131 1.84978 0.16768
C -2.55587 1.13397 -0.39284
C -1.25779 1.21895 0.11867
H 5.70045 1.37547 3.65875
H 4.44221 3.49708 3.51576
H 2.25419 3.56666 2.34896
H 2.63361 -0.58267 1.40694
H 4.78914 -0.67009 2.60959
H -1.91697 3.51207 2.59896
H -4.22585 3.27150 1.66301
H -4.59864 1.74862 -0.24415
H -2.75514 0.50095 -1.25140
S 2.65778 0.01791 -1.31976
C 2.83272 1.18243 -2.59655
C 3.98784 1.17575 -3.38356
C 4.17237 2.10666 -4.38999
C 5.37369 2.06721 -5.16874
N 6.34603 2.01449 -5.77901
C 3.18367 3.07988 -4.63290
C 2.03568 3.08860 -3.85882
C 1.84630 2.15099 -2.84369
S 0.39908 2.22998 -1.86461
C 3.35205 4.05831 -5.66409
N 3.48290 4.85547 -6.48170
H 4.75125 0.43257 -3.19814
H 1.27347 3.83427 -4.04234
N 0.08158 -0.54772 3.02032
N 0.43312 -1.86221 2.75973
C 0.40921 -2.36916 1.51705
N 0.67041 -3.67373 1.40661
N 0.17860 -1.53232 0.49527
N -0.11949 -2.05209 -0.72424
O -0.28978 -3.22880 -0.97494
O -0.21485 -1.16312 -1.57851
H 0.87950 -0.01126 3.33944
H -0.68454 -0.50662 3.67828
H 0.81459 -2.44176 3.49364
H 0.66557 -4.25197 2.22894
H 0.53383 -4.10424 0.50460

---

max |F| of number 5 (C24F20GeS5SbTc)? 0.0305 hartree/bohr

---

Which of these has the lowest max |F|? C21H16CrN9O2S2